Entry 1:
DFT (the ωB97M-V functional and the def2-TZVPD basis) results for the molecule C4H6S2 at a distorted geometry.

Last column: natural (NBO) charge in e.
Geometry (Å):
H (-0.83, 0.94, 1.68)  0.2401
C (-1.20, 1.03, -0.52)  -0.4999
S (2.18, 0.38, 0.06)  0.1185
H (-0.64, 0.92, -1.46)  0.2235
H (1.60, -2.01, -0.42)  0.2263
C (-0.62, 0.41, 0.73)  -0.3030
S (-2.11, -0.41, 0.06)  0.1109
H (-1.64, 2.03, -0.46)  0.2311
H (0.64, -0.88, -1.44)  0.2204
H (0.78, -1.02, 1.59)  0.2337
C (0.65, -0.37, 0.71)  -0.3161
C (1.20, -1.02, -0.52)  -0.4855

## Properties
* DFT total energy: -952.3433 a.u.
* energy above the lowest of the compared OMol25 structures with the same formula, charge and spin: 0.710 eV
* SMILES: C1S[C@H]1[C@H]1CS1
* E_LUMO: 0.81 eV
* HOMO: -8.79 eV
* HOMO-LUMO gap: 9.607 eV


Entry 2:
DFT (the ωB97M-V functional and the def2-TZVPD basis) results for the molecule C4H6S3 at a distorted geometry.

Last column: natural (NBO) charge in e.
Geometry (Å):
H (-2.99, -1.32, 0.40)  0.2257
H (0.82, -0.69, -1.77)  0.2582
C (0.41, -0.36, -0.84)  -0.6562
S (-1.37, -0.28, -0.89)  0.3878
H (1.25, 2.26, 1.30)  0.2339
C (-1.92, -1.17, 0.48)  -0.4976
C (1.15, 0.85, -0.34)  -0.0846
H (0.42, -1.10, -0.03)  0.2675
C (0.87, 1.19, 1.06)  -0.7059
S (2.17, 1.70, -1.20)  0.0904
S (-1.03, -1.68, 1.77)  -0.0036
H (-0.15, 1.35, 1.37)  0.2397
H (1.34, 0.50, 1.71)  0.2447

## Properties
* DFT total energy: -1350.5225 a.u.
* energy above the lowest of the compared OMol25 structures with the same formula, charge and spin: 0.670 eV
* SMILES: CC(=S)CSC=S
* E_LUMO: -0.58 eV
* HOMO: -8.84 eV
* HOMO-LUMO gap: 8.262 eV


Entry 3:
DFT (the ωB97M-V functional and the def2-TZVPD basis) results for a structure of composition C4H7AgO2 at a distorted geometry.

Last column: natural (NBO) charge in e.
Geometry (Å):
H (-1.71, 0.90, 0.84)  0.2180
H (-0.64, 0.31, -1.97)  0.2517
C (-1.16, -0.08, -1.08)  -0.5421
C (-0.87, 0.69, 0.17)  -0.3430
O (0.53, 1.96, 1.57)  -0.6750
Ag (2.11, -2.08, 0.84)  0.5916
H (3.16, -0.31, 1.43)  -0.6012
C (0.34, 1.17, 0.48)  0.1893
H (1.46, 2.20, 1.65)  0.4948
C (-0.81, -1.53, -0.89)  0.4980
H (-2.24, -0.07, -1.31)  0.2282
H (-1.58, -2.27, -1.20)  0.1207
O (0.19, -1.92, -0.33)  -0.6147
H (1.20, 1.04, -0.19)  0.1837

## Properties
* DFT total energy: -453.9206 a.u.
* energy above the lowest of the compared OMol25 structures with the same formula, charge and spin: 0.081 eV
* E_LUMO (spin up / spin down): 0.02 / 0.02 eV
* HOMO (spin up / spin down): -7.70 / -7.70 eV
* HOMO-LUMO gap (spin up / spin down): 7.716 / 7.716 eV


Entry 4:
DFT (the ωB97M-V functional and the def2-TZVPD basis) results for the molecule C4H7BNO7PS at a distorted geometry.

Last column: natural (NBO) charge in e.
Geometry (Å):
H (3.00, -0.16, 0.35)  0.2033
C (1.19, 2.21, -1.29)  -0.1253
S (-3.11, -2.60, 4.40)  0.1527
O (-0.40, -1.42, -1.93)  -0.9257
O (-0.38, 1.37, 1.68)  -1.0710
O (-1.34, 0.06, -0.26)  -0.9915
O (2.62, 2.14, -1.38)  -0.4770
C (-2.16, -1.63, 3.66)  0.1708
C (2.07, 0.38, 0.27)  -0.0897
O (-2.65, -1.68, -1.18)  -0.8938
H (-2.97, -1.80, -2.08)  0.5030
H (0.70, 2.40, -2.24)  0.1858
H (0.86, 2.71, -0.39)  0.2126
O (-0.97, -1.17, 1.84)  -0.6393
O (1.00, -0.52, 0.59)  -0.7995
B (-1.46, -1.03, -1.14)  1.3074
P (-0.38, 0.08, 1.00)  2.5677
H (1.86, 0.22, -1.94)  0.1807
N (-1.49, -0.79, 3.10)  -0.2086
C (1.93, 0.95, -1.13)  0.0237
H (-0.23, -0.79, -2.65)  0.5007
H (2.11, 1.22, 0.96)  0.2131

## Properties
* DFT total energy: -1502.5711 a.u.
* SMILES: O=[P@@](OC[C@H]1CO1)(ON=C=S)OB(O)O
* E_LUMO: -0.69 eV
* HOMO: -9.55 eV
* HOMO-LUMO gap: 8.854 eV


Entry 5:
DFT (the ωB97M-V functional and the def2-TZVPD basis) results for a structure of composition C4H7Br at a distorted geometry.

Last column: natural (NBO) charge in e.
Geometry (Å):
C (0.19, 1.22, -0.77)  -0.4567
H (-0.37, -2.00, 0.95)  0.2078
H (-0.72, 0.98, -1.15)  0.2087
Br (2.76, -0.04, 0.01)  0.0235
C (0.83, 0.10, -0.01)  -0.0863
H (-0.82, 0.66, 1.21)  0.2294
H (0.80, 1.89, -1.41)  0.2386
H (0.72, 1.93, 1.44)  0.2404
C (0.10, 1.16, 0.83)  -0.4634
C (0.02, -1.68, -0.02)  -0.5557
H (-0.80, -1.57, -0.73)  0.1989
H (0.86, -2.23, -0.40)  0.2149

## Properties
* DFT total energy: -2730.5182 a.u.
* energy above the lowest of the compared OMol25 structures with the same formula, charge and spin: 2.449 eV
* E_LUMO: 0.95 eV
* HOMO: -9.52 eV
* HOMO-LUMO gap: 10.470 eV


Entry 6:
DFT (the ωB97M-V functional and the def2-TZVPD basis) results for the molecule C4H7Cl at a distorted geometry.

Last column: natural (NBO) charge in e.
Geometry (Å):
Cl (-1.27, -0.93, 0.01)  -0.0894
H (1.25, -0.20, 1.59)  0.2161
H (-0.07, 2.68, -0.13)  0.2079
H (1.68, 1.25, 0.67)  0.2151
C (-0.24, 0.62, 0.22)  0.0691
H (1.53, -1.62, -0.51)  0.2192
C (1.21, 0.30, 0.58)  -0.4578
C (-0.65, 1.84, -0.25)  -0.4289
H (1.90, -0.17, -1.49)  0.2113
H (3.01, -0.85, -0.13)  0.2194
H (-1.59, 1.97, -0.92)  0.2254
C (2.00, -0.62, -0.43)  -0.6074

## Properties
* DFT total energy: -616.7569 a.u.
* energy above the lowest of the compared OMol25 structures with the same formula, charge and spin: 0.560 eV
* SMILES: C=C(Cl)CC
* E_LUMO: 0.96 eV
* HOMO: -9.60 eV
* HOMO-LUMO gap: 10.559 eV


Entry 7:
DFT (the ωB97M-V functional and the def2-TZVPD basis) results for the molecule C4H7Cl2N at a distorted geometry.

Last column: natural (NBO) charge in e.
Geometry (Å):
C (-0.43, -0.29, -0.25)  -0.0678
H (1.03, -1.36, -1.35)  0.2429
H (-1.12, 1.81, 0.41)  0.2031
C (-1.33, -1.33, -0.27)  -0.1475
H (0.82, 1.98, 1.96)  0.3689
H (1.56, 1.12, 0.45)  0.3555
Cl (-1.13, -2.66, -1.39)  -0.0267
C (-0.54, 0.75, 0.70)  -0.2641
Cl (1.07, 0.82, -2.29)  -0.0459
H (-1.04, 0.25, 1.60)  0.2155
H (1.62, -0.25, -0.17)  0.2333
C (0.86, -0.35, -0.97)  -0.4319
N (0.83, 0.93, 1.29)  -0.8472
H (-2.20, -1.42, 0.28)  0.2118

## Properties
* DFT total energy: -1131.6509 a.u.
* energy above the lowest of the compared OMol25 structures with the same formula, charge and spin: 2.383 eV
* SMILES: NC/C(=C/Cl)CCl
* E_LUMO: 0.67 eV
* HOMO: -9.27 eV
* HOMO-LUMO gap: 9.942 eV


Entry 8:
DFT (the ωB97M-V functional and the def2-TZVPD basis) results for the ion C4H7Cl2N2S with charge +1 at a distorted geometry.

Last column: natural (NBO) charge in e.
Geometry (Å):
H (1.73, -0.24, 1.94)  0.2282
H (-3.36, -0.37, 1.22)  0.2503
H (-3.31, 0.14, -0.32)  0.2446
N (-0.41, 0.06, 0.35)  -0.5534
H (-2.42, 1.24, 0.77)  0.2540
S (3.60, 0.67, 0.61)  0.2251
C (2.10, 0.08, 1.01)  -0.2564
N (1.28, 0.64, -1.16)  -0.7890
C (-1.53, -0.58, 0.32)  0.3881
C (-2.84, 0.19, 0.57)  -0.6354
H (0.80, 1.57, -1.29)  0.4612
Cl (1.37, -1.94, -0.63)  -0.0780
H (2.45, 0.67, -1.20)  0.4515
Cl (-1.63, -2.26, -0.09)  0.0758
H (1.23, 0.31, -2.13)  0.4554
C (0.92, -0.19, 0.04)  0.2779

## Properties
* DFT total energy: -1584.3512 a.u.
* total charge: +1
* energy above the lowest of the compared OMol25 structures with the same formula, charge and spin: 0.553 eV
* SMILES: C/C(Cl)=N/[C@]([NH3+])(Cl)C=S
* E_LUMO: -5.45 eV
* HOMO: -13.97 eV
* HOMO-LUMO gap: 8.527 eV


Entry 9:
DFT (the ωB97M-V functional and the def2-TZVPD basis) results for a cluster of 2 separate species, C4H7Cl2P in total at a distorted geometry.

Last column: natural (NBO) charge in e.
Geometry (Å):
C (-0.69, 1.30, 0.25)  -0.6746
P (-1.27, -0.91, -1.40)  0.8274
H (-1.33, -1.80, 2.00)  -0.0078
H (-1.68, 1.16, 0.48)  0.2319
H (-0.62, 2.02, -0.47)  0.2228
C (-0.21, -0.01, -0.25)  -0.2792
H (1.39, -1.10, -1.19)  0.2117
H (1.91, 0.99, 0.98)  0.1772
H (3.23, 0.12, 0.19)  0.2044
C (1.23, -0.32, -0.37)  -0.2476
Cl (-1.08, -2.90, -0.98)  -0.2801
H (-0.03, 1.59, 1.04)  0.2216
Cl (-3.01, -0.46, -0.59)  -0.2611
C (2.17, 0.31, 0.31)  -0.3464

## Properties
* DFT total energy: -1418.2013 a.u.
* energy above the lowest of the compared OMol25 structures with the same formula, charge and spin: 4.219 eV
* E_LUMO (spin up / spin down): -0.94 / -0.39 eV
* HOMO (spin up / spin down): -9.27 / -7.82 eV
* HOMO-LUMO gap (spin up / spin down): 8.331 / 7.436 eV


> Number 5 is which compound?

C4H7Br